# 1
ORCA calculation (the ωB97M-V functional and the def2-TZVPD basis) on C39H64KN5O3S3Si3 as an isolated structure.

Geometry as XYZ:
```
118
Properties=species:S:1:pos:R:3:forces:R:3:mulliken_charge:R:1
K 0.4532 0.7633 0.7142 -0.54 0.05 -0.58 0.37
N 1.7263 0.4985 5.0438 -0.02 -0.21 -0.02 -0.13
C 0.7255 -0.2312 5.6344 -0.05 0.00 0.02 -0.10
C 0.2832 0.0623 6.9352 -0.01 -0.02 -0.03 -0.75
C -0.6671 -0.7221 7.5711 0.03 -0.01 -0.05 -0.45
C -1.2227 -1.8210 6.9185 0.01 -0.02 -0.01 -0.63
C -0.8056 -2.1151 5.6231 0.02 0.05 0.02 -0.45
C 0.1586 -1.3520 4.9766 -0.02 -0.04 0.00 0.45
S 0.8054 -1.7558 3.4017 0.30 -0.06 0.29 -0.28
N 1.3400 -0.3132 2.7766 -0.54 -0.18 0.28 0.11
C 1.8987 0.6247 3.6245 0.34 0.01 -0.11 -0.48
C 2.5265 1.7345 3.1287 -0.07 -0.13 0.04 0.50
C 3.1946 2.7556 3.9377 -0.07 0.07 -0.09 -1.03
C 3.7212 3.8580 3.3502 -0.04 -0.05 -0.18 -0.29
C 3.6278 4.0457 1.9316 0.02 0.04 0.00 -1.22
C 3.0001 3.0306 1.2156 0.01 -0.04 0.41 -0.42
N 2.4865 1.9173 1.7152 0.59 0.38 -0.06 0.73
H 1.9802 1.3266 5.5539 -0.01 0.06 -0.01 0.08
H 0.7051 0.9223 7.4477 0.01 0.00 -0.01 0.31
H -0.9865 -0.4658 8.5753 0.01 0.01 0.00 0.33
H -1.9791 -2.4265 7.4051 0.01 0.00 -0.02 0.34
H -1.2284 -2.9644 5.0921 -0.01 0.04 0.02 0.33
H 3.3206 2.6215 5.0079 0.04 -0.01 0.00 0.28
H 4.2362 4.5962 3.9596 0.00 0.00 0.02 0.33
H 4.0185 4.9261 1.4367 -0.03 -0.02 0.02 0.36
H 2.9062 3.1313 0.1298 0.02 0.03 0.05 0.42
C 5.0784 1.0600 -0.5751 -0.10 0.17 -0.02 -1.06
Si 4.0867 -0.1097 -1.6353 0.10 -0.09 0.15 0.33
C 3.7314 -1.6774 -0.6686 -0.07 -0.02 0.00 -0.45
C 4.9399 -0.3947 -3.3165 -0.06 -0.05 -0.09 0.24
C 6.2215 -0.7450 -3.7436 0.01 -0.03 -0.08 -0.66
C 6.5139 -0.7908 -5.1016 0.02 -0.01 0.13 -0.45
C 5.5340 -0.4876 -6.0432 -0.09 0.02 -0.01 -0.44
C 4.2549 -0.1337 -5.6335 0.01 -0.03 0.02 -0.68
C 3.9472 -0.0819 -4.2722 0.05 -0.08 -0.02 0.08
Si 2.4383 0.4263 -3.2275 0.04 0.20 -0.12 0.33
C 0.9823 -0.7430 -3.4133 -0.11 -0.03 0.13 -0.14
C 1.8857 2.1651 -3.6322 0.05 0.08 0.09 -0.72
H 6.0672 0.6339 -0.3759 -0.03 -0.02 -0.02 0.48
H 4.5653 1.2327 0.3762 0.05 -0.02 -0.05 0.12
H 5.2129 2.0261 -1.0691 0.03 -0.04 0.07 0.31
H 4.6365 -2.2639 -0.4833 -0.01 0.05 0.01 0.43
H 3.0088 -2.3130 -1.1887 0.07 0.00 0.04 -0.24
H 3.2974 -1.3997 0.3007 0.03 -0.04 -0.05 0.15
H 6.9997 -0.9750 -3.0219 -0.01 0.00 -0.01 0.39
H 7.5115 -1.0578 -5.4330 0.00 0.00 0.00 0.37
H 5.7773 -0.5214 -7.0998 0.00 0.00 0.00 0.37
H 3.5036 0.1121 -6.3790 0.02 -0.01 0.02 0.38
H 0.7821 -0.9625 -4.4666 0.00 0.05 0.02 0.45
H 0.0841 -0.2820 -2.9845 0.06 -0.04 -0.03 -0.14
H 1.1489 -1.6916 -2.8968 0.00 0.02 -0.07 -0.22
H 1.4647 2.2072 -4.6426 0.01 -0.01 0.04 0.35
H 2.7254 2.8632 -3.5777 -0.04 -0.02 -0.02 0.31
H 1.1172 2.4949 -2.9253 0.01 -0.01 -0.07 0.04
C -4.7735 0.0264 -0.2211 0.03 0.07 0.01 -1.60
C -3.3000 -0.3174 0.0011 -0.14 0.05 0.02 2.07
C -3.0160 -0.4936 1.4942 0.06 0.09 -0.08 -1.36
C -2.9515 -1.5999 -0.7406 -0.02 -0.02 -0.09 -1.68
O -2.4581 0.6954 -0.5515 -0.06 -0.19 0.16 0.95
Si -2.5553 2.3576 -0.5014 0.35 0.22 -0.28 -1.16
S -0.7398 3.1036 -1.0453 -0.16 0.07 0.00 -0.95
O -3.8446 2.8845 -1.4337 -0.05 -0.13 0.10 0.04
C -3.9412 3.0398 -2.8415 -0.05 -0.03 -0.01 1.83
C -5.4346 2.9917 -3.1581 -0.01 -0.01 -0.03 -1.82
C -3.3682 4.3967 -3.2435 0.06 -0.01 0.05 -1.62
C -3.2189 1.9153 -3.5844 0.06 -0.02 0.06 -1.31
O -3.1212 2.6423 1.0262 0.06 -0.04 0.11 0.85
C -3.3844 3.8258 1.7668 -0.08 0.08 -0.04 1.67
C -2.8446 3.5917 3.1732 0.04 -0.04 -0.01 -1.73
C -2.7266 5.0614 1.1552 0.01 -0.08 -0.09 -1.55
C -4.9019 4.0086 1.7970 -0.01 -0.03 -0.05 -1.66
H -5.4091 -0.7754 0.1644 0.01 0.01 0.00 0.53
H -4.9731 0.1532 -1.2881 0.00 0.00 0.03 0.24
H -5.0277 0.9596 0.2862 -0.01 -0.05 -0.02 0.12
H -3.6628 -1.2709 1.9101 0.02 0.00 0.01 0.51
H -3.1967 0.4420 2.0225 0.01 -0.03 0.00 -0.14
H -1.9783 -0.7970 1.6627 -0.04 0.00 0.01 0.28
H -3.5526 -2.4352 -0.3685 0.03 0.02 -0.02 0.40
H -1.8988 -1.8415 -0.5963 0.01 -0.03 0.01 0.04
H -3.1326 -1.4800 -1.8127 0.00 0.00 0.05 0.35
H -5.9578 3.7610 -2.5853 0.01 -0.02 -0.02 0.33
H -5.8472 2.0177 -2.8838 0.01 0.03 0.00 0.35
H -5.6066 3.1626 -4.2248 -0.03 -0.01 0.02 0.39
H -3.9160 5.1931 -2.7317 0.02 -0.01 -0.03 0.32
H -3.4532 4.5436 -4.3246 0.00 0.02 0.02 0.47
H -2.3186 4.4489 -2.9477 -0.04 0.01 -0.02 0.20
H -3.5891 0.9430 -3.2479 0.01 0.04 -0.03 0.17
H -2.1450 1.9598 -3.3837 -0.07 0.00 -0.02 0.17
H -3.3892 2.0078 -4.6612 0.02 -0.01 0.02 0.56
H -1.7703 3.4039 3.1286 -0.02 0.02 0.02 0.35
H -3.3264 2.7209 3.6249 0.02 0.03 -0.02 0.34
H -3.0237 4.4647 3.8066 0.00 -0.03 0.00 0.43
H -1.6441 4.9421 1.1122 -0.02 0.01 0.01 0.32
H -2.9743 5.9398 1.7573 0.00 0.00 -0.01 0.51
H -3.0805 5.2184 0.1318 0.01 0.01 0.07 0.23
H -5.3726 3.1287 2.2439 0.01 0.04 -0.01 0.30
H -5.2730 4.1197 0.7748 0.00 0.00 0.05 0.17
H -5.1764 4.8928 2.3796 -0.01 -0.02 -0.01 0.45
C 1.5754 -5.5632 -2.7689 -0.02 -0.09 0.06 -0.91
N 1.0569 -6.1214 -1.5276 -0.11 0.23 -0.20 0.12
C 0.1344 -7.2277 -1.7734 0.17 -0.04 0.05 -1.17
C 0.6039 -5.1996 -0.5733 -0.01 -0.35 0.05 -0.04
S 0.3569 -3.6088 -0.8990 -0.02 0.18 -0.11 -0.01
N 0.3535 -5.7715 0.6426 0.20 0.23 0.22 0.16
C -0.2060 -4.9243 1.6941 -0.06 -0.13 -0.01 -1.15
C 1.2918 -6.7655 1.1621 -0.21 -0.04 -0.03 -1.16
H 2.0740 -6.3650 -3.3169 0.00 -0.01 0.01 0.30
H 2.2925 -4.7758 -2.5521 -0.01 -0.01 0.01 0.33
H 0.7842 -5.1361 -3.3949 -0.02 0.01 0.01 0.35
H -0.7119 -6.8999 -2.3912 -0.01 0.01 0.00 0.32
H -0.2488 -7.6139 -0.8331 -0.02 -0.02 -0.04 0.38
H 0.6578 -8.0277 -2.2991 0.01 -0.01 -0.01 0.37
H -1.0339 -4.3390 1.3047 0.00 -0.01 -0.01 0.27
H 0.5299 -4.2285 2.0995 0.05 0.05 -0.01 0.51
H -0.5644 -5.5726 2.4956 0.01 -0.01 -0.01 0.28
H 1.7512 -7.3145 0.3485 0.05 0.00 0.00 0.40
H 0.7640 -7.4634 1.8139 -0.02 0.00 0.01 0.34
H 2.0730 -6.2732 1.7497 0.01 0.03 0.00 0.33
```
Forces are in eV/Å.

Properties
total energy = -4687.20434 hartree
energy above the lowest of the compared OMol25 structures with the same formula, charge and spin = 67.6 kJ/mol
net charge = -2
highest occupied orbital energy = 1.33 eV
molar mass = 870.5 u
2S+1 = 1

# 2
ORCA calculation (the ωB97M-V functional and the def2-TZVPD basis) on a 3-piece molecular cluster, C3H11O3S2 overall.

Geometry as XYZ:
```
19
Properties=species:S:1:pos:R:3:forces:R:3:nbo_charge:R:1
C 1.1693 -1.5816 -0.0010 -0.10 -0.14 -0.40 -0.43
C -0.3081 -1.9344 0.0978 -0.18 -0.34 0.07 -0.08
O -0.6882 -2.2152 1.4446 0.08 0.09 -0.11 -0.77
C 1.5495 -0.2491 0.6398 0.52 -0.16 0.08 -0.54
S 1.3545 1.2537 -0.3655 -0.33 -0.17 0.16 0.00
S -0.6923 1.6807 -0.3353 0.17 0.01 -0.19 -0.74
H 1.4667 -1.5813 -1.0593 -0.06 0.12 0.11 0.20
H 1.7274 -2.4039 0.4621 0.02 0.10 0.15 0.19
H -0.9267 -1.1448 -0.3280 0.03 0.10 0.04 0.20
H -0.5251 -2.8471 -0.4707 0.19 0.08 -0.03 0.16
H 2.6247 -0.2704 0.8757 -0.15 0.08 -0.10 0.20
H 1.0477 -0.1321 1.6015 -0.14 0.09 -0.03 0.20
H -1.5143 0.7760 1.4601 0.07 -0.04 0.05 0.50
H -1.0642 0.6700 2.9060 0.27 0.21 0.30 0.46
H -1.0334 -1.3894 1.8199 -0.13 0.06 0.09 0.50
O -1.7195 0.3101 2.3131 -0.25 -0.18 -0.28 -1.00
H 0.1355 -0.2416 -3.1881 0.07 -0.02 -0.05 0.46
H -0.9225 0.3945 -2.3128 -0.05 -0.33 -0.64 0.50
O -0.8200 -0.1423 -3.1503 -0.01 0.43 0.79 -0.99
```
Forces are in eV/Å.

Properties
total energy = -1143.08023 hartree
energy above the lowest of the compared OMol25 structures with the same formula, charge and spin = 0.0 kJ/mol
net charge = -1
highest occupied orbital energy = -3.31 eV
molar mass = 159.3 u
2S+1 = 1

# 3
ORCA calculation (the ωB97M-V functional and the def2-TZVPD basis) on one molecule with the formula C5H8O.

Geometry as XYZ:
```
14
Properties=species:S:1:pos:R:3:forces:R:3:nbo_charge:R:1
O -0.8796 1.9255 -0.0519 0.13 0.05 -0.16 -0.71
C -0.7787 0.6889 0.5802 -0.09 -0.21 0.26 0.10
C -1.1255 -0.5588 -0.2823 -0.13 0.00 -0.08 -0.42
C 0.3480 -1.0015 -0.3065 -0.03 -0.28 -0.13 -0.38
C 1.4728 0.5200 -0.4594 0.14 0.01 0.28 -0.32
C 0.6782 0.1727 0.6959 0.17 0.18 0.06 -0.31
H -0.1146 1.9474 -0.6612 -0.13 0.08 0.04 0.49
H -1.3340 0.7393 1.5205 0.12 -0.02 -0.12 0.18
H -1.5621 -0.3391 -1.2601 0.05 -0.01 0.16 0.22
H -1.7552 -1.2788 0.2469 0.10 0.11 -0.06 0.22
H 0.6876 -1.9933 -0.0124 -0.07 0.21 0.01 0.24
H 0.7981 -0.7354 -1.3044 -0.03 -0.24 -0.09 0.30
H 2.4487 0.0140 -0.3616 -0.11 0.13 0.00 0.16
H 1.1164 -0.1009 1.6562 -0.10 -0.01 -0.16 0.23
```
Forces are in eV/Å.

Properties
total energy = -270.38968 hartree
energy above the lowest of the compared OMol25 structures with the same formula, charge and spin = 441.6 kJ/mol
highest occupied orbital energy = -8.78 eV
molar mass = 84.1 u
2S+1 = 1

Q: What is the highest occupied orbital energy in the first record?
A: 1.33 eV

Q: Which formula does entry 3 have?
A: C5H8O

Q: The highest total energy belongs to which entry?
A: C5H8O

Q: Among the records above, which one has the highest highest occupied orbital energy?
A: C39H64KN5O3S3Si3